Record 1
{
  "formula": "C41H33F12IrN5O3S2",
  "method": "ωB97M-V/def2-TZVPD",
  "e_lumo_ev": 2.113,
  "total_charge": -1,
  "homo_lumo_gap_ev": 6.273,
  "species": ["Ir", "C", "C", "C", "C", "C", "N", "C", "C", "C", "C", "C", "C", "C", "C", "O", "C", "F", "F", "F", "C", "F", "F", "F", "C", "C", "C", "O", "C", "F", "F", "F", "C", "F", "F", "F", "H", "H", "H", "H", "H", "H", "H", "H", "H", "H", "H", "H", "C", "N", "C", "C", "N", "C", "H", "H", "H", "H", "H", "H", "N", "C", "S", "N", "C", "C", "C", "C", "C", "C", "H", "H", "H", "H", "H", "H", "H", "H", "C", "C", "O", "S", "C", "C", "C", "C", "C", "C", "C", "C", "H", "H", "H", "H", "H", "H", "H"],
  "coordinates": [[-0.49157, 0.39154, -1.03326], [4.64852, 2.06948, -5.50453], [3.78672, 1.69378, -4.32798], [4.04279, 2.17547, -3.04940], [3.26336, 1.78881, -1.97978], [2.19158, 0.89112, -2.12576], [1.48044, 0.51189, -0.99363], [2.16140, 0.29181, 0.20539], [3.38615, -0.40031, 0.16447], [4.07387, -0.73893, 1.30688], [3.56210, -0.42520, 2.56498], [4.29150, -0.80770, 3.82553], [2.35773, 0.25121, 2.61080], [1.64433, 0.62812, 1.46834], [0.35837, 1.45576, 1.64564], [-0.46807, 1.59585, 0.57685], [-0.51060, 0.84499, 2.81881], [-0.47317, -0.49610, 2.80711], [-0.13959, 1.23395, 4.06352], [-1.79783, 1.19586, 2.69183], [0.77997, 2.90582, 2.01469], [-0.28455, 3.70935, 2.16744], [1.53051, 3.42425, 1.02380], [1.51303, 3.01155, 3.14037], [1.89203, 0.43313, -3.42776], [2.70386, 0.84115, -4.48374], [0.71995, -0.54166, -3.63222], [-0.41854, -0.21868, -2.95212], [0.21394, -0.55409, -5.11294], [1.07345, -1.08568, -6.01507], [-0.04589, 0.69883, -5.51980], [-0.92028, -1.25217, -5.23240], [1.22435, -1.98229, -3.28460], [0.23704, -2.88408, -3.35350], [1.74680, -2.05439, -2.05412], [2.20110, -2.39464, -4.12590], [5.63051, 2.41322, -5.17627], [4.19973, 2.87053, -6.09830], [4.79696, 1.21732, -6.16967], [4.85869, 2.87345, -2.88782], [3.47340, 2.17543, -0.98974], [3.77706, -0.67967, -0.80540], [5.01549, -1.27258, 1.22452], [5.37248, -0.74619, 3.68969], [4.05880, -1.83240, 4.12959], [4.01780, -0.15119, 4.65227], [1.95676, 0.50363, 3.58414], [2.50413, 0.46501, -5.47702], [1.16680, 6.40755, -0.71874], [0.28086, 5.39854, -1.25326], [-1.09447, 5.42617, -1.27361], [-1.47915, 4.24332, -1.83319], [-0.37645, 3.49733, -2.16146], [0.65289, 4.21932, -1.80586], [0.65073, 7.36528, -0.69738], [2.04685, 6.50003, -1.35306], [1.48273, 6.15074, 0.29319], [-1.65029, 6.26044, -0.88175], [-2.47819, 3.88070, -2.00776], [1.68748, 3.93149, -1.91747], [-3.54161, -1.02367, 0.31343], [-3.80548, 0.12309, -0.30772], [-2.78051, 0.88442, -1.39838], [-5.01228, 0.72433, -0.02831], [-6.28271, 0.12807, 0.08710], [-6.51681, -1.24036, -0.02634], [-7.81308, -1.72693, 0.07785], [-8.88513, -0.87655, 0.29190], [-8.64856, 0.48766, 0.40010], [-7.36312, 0.98615, 0.30019], [-2.59271, -1.40057, 0.25503], [-4.08862, -1.26684, 1.12398], [-5.02627, 1.69132, -0.31277], [-5.70646, -1.92256, -0.23424], [-7.97841, -2.79244, -0.01894], [-9.89144, -1.26703, 0.36072], [-9.47104, 1.17191, 0.56511], [-7.18429, 2.05189, 0.38169], [0.82901, -4.04704, 5.50216], [1.37763, -5.44639, 5.59824], [1.81498, -5.91332, 6.61930], [1.31707, -6.52659, 4.17018], [0.82919, -5.45880, 2.84464], [1.75653, -4.60748, 2.24481], [1.34415, -3.65270, 1.33683], [-0.01299, -3.52846, 0.99611], [-0.91569, -4.46213, 1.51606], [-0.50034, -5.40702, 2.43942], [-0.41473, -2.41026, 0.21488], [-0.63646, -1.31378, -0.26736], [1.24409, -3.46567, 6.32255], [-0.25560, -4.10067, 5.61734], [1.03701, -3.56713, 4.54947], [2.80075, -4.67149, 2.52695], [2.05671, -2.96418, 0.89934], [-1.95401, -4.41772, 1.21337], [-1.21522, -6.09642, 2.87171]],
  "forces_ev_per_angstrom": [[-0.1, 1.6, -1.2], [0.0, 0.1, 0.0], [0.0, 0.0, 0.0], [0.0, 0.0, 0.0], [0.0, 0.0, 0.0], [0.0, -0.2, 0.0], [0.5, 0.1, 0.4], [-0.1, -0.1, -0.2], [0.0, 0.0, 0.0], [0.0, 0.0, 0.0], [0.1, 0.0, 0.0], [0.0, 0.0, 0.0], [-0.1, 0.0, 0.0], [0.0, 0.0, 0.0], [0.0, -0.3, 0.1], [-0.1, -0.1, 0.2], [0.0, 0.1, -0.1], [0.0, 0.0, 0.0], [0.0, 0.0, 0.0], [0.0, 0.0, 0.1], [0.0, 0.0, -0.1], [0.0, 0.0, 0.0], [0.0, 0.0, 0.0], [0.0, 0.0, -0.1], [0.0, 0.0, 0.1], [0.0, 0.0, 0.0], [0.1, 0.0, 0.0], [-0.2, -0.3, 0.0], [0.0, 0.1, 0.0], [0.0, 0.0, 0.0], [0.0, -0.1, 0.0], [0.1, 0.0, 0.0], [-0.1, 0.0, 0.0], [0.0, 0.0, 0.0], [0.0, 0.0, 0.0], [0.0, 0.0, 0.0], [0.0, 0.0, 0.0], [0.0, 0.0, 0.0], [0.0, 0.0, 0.0], [0.0, 0.0, 0.0], [0.0, 0.0, 0.0], [0.0, 0.0, 0.0], [0.0, 0.0, 0.0], [0.0, 0.0, 0.0], [0.0, 0.0, 0.0], [0.0, 0.0, 0.0], [0.0, 0.0, 0.0], [0.0, 0.0, 0.0], [0.0, 0.0, 0.1], [0.0, 0.1, -0.2], [0.0, 0.0, 0.1], [0.0, 0.1, 0.0], [-0.2, -0.4, 0.0], [0.1, -0.1, 0.1], [0.0, 0.0, 0.0], [0.0, 0.0, 0.0], [0.0, 0.0, 0.0], [0.0, 0.0, 0.0], [0.0, 0.0, 0.0], [0.0, 0.0, 0.0], [0.1, 0.0, 0.1], [0.0, 0.0, 0.1], [-0.3, -0.2, 0.3], [0.0, 0.0, -0.3], [0.0, 0.0, 0.1], [0.0, 0.0, -0.1], [0.0, 0.0, 0.0], [0.0, 0.0, 0.0], [0.0, 0.0, 0.0], [0.0, 0.0, 0.0], [0.0, -0.1, -0.1], [0.0, 0.0, 0.0], [0.0, 0.0, -0.1], [0.0, 0.0, 0.0], [0.0, 0.0, 0.0], [0.0, 0.0, 0.0], [0.0, 0.0, 0.0], [0.0, 0.0, 0.0], [0.0, 0.0, 0.0], [-0.1, 0.0, 0.0], [0.0, 0.0, 0.0], [0.1, -0.1, -0.1], [-0.1, 0.1, 0.0], [0.0, 0.0, 0.0], [0.0, 0.0, 0.0], [0.1, 0.1, 0.1], [0.0, 0.0, 0.0], [0.0, 0.0, 0.0], [-0.5, 0.0, 0.0], [0.8, -0.5, 0.0], [0.0, 0.0, 0.0], [0.0, 0.0, 0.0], [0.0, 0.0, 0.0], [0.0, 0.0, 0.0], [0.0, 0.0, 0.0], [0.0, 0.0, 0.0], [0.0, 0.0, 0.0]]
}

=====

Record 2
{
  "formula": "C35H52BrCdN3OP2",
  "method": "ωB97M-V/def2-TZVPD",
  "e_lumo_ev": -6.323,
  "total_charge": 2,
  "de_lowest_kcal_mol": 19.4,
  "homo_lumo_gap_ev": 7.294,
  "species": ["C", "C", "C", "C", "N", "C", "C", "C", "C", "C", "C", "C", "C", "C", "Cd", "P", "H", "H", "H", "H", "H", "H", "H", "H", "C", "C", "H", "H", "H", "H", "H", "C", "C", "H", "H", "H", "H", "H", "C", "C", "H", "H", "H", "H", "H", "Br", "P", "C", "C", "H", "H", "H", "H", "H", "C", "C", "H", "H", "H", "H", "H", "C", "C", "H", "H", "H", "H", "H", "C", "C", "N", "C", "C", "C", "O", "C", "C", "C", "C", "N", "C", "H", "H", "H", "H", "H", "H", "H", "H", "H", "H", "H", "H", "H", "H"],
  "coordinates": [[-3.76007, -3.13329, -3.49630], [-3.43045, -1.78525, -3.75795], [-4.42746, -0.80916, -3.56408], [-5.73034, -1.21415, -3.24881], [-6.03374, -2.49857, -3.05223], [-5.09287, -3.44048, -3.17857], [-2.11530, -1.36165, -4.16566], [-1.08599, -0.73973, -4.43011], [0.14295, -0.14256, -4.01158], [0.85329, -0.82796, -3.00278], [1.84974, -0.12982, -2.29604], [1.79214, 1.26840, -2.37348], [1.30784, 1.92424, -3.49768], [0.55358, 1.14988, -4.40636], [0.62604, 1.25772, -0.15769], [-1.58990, -0.02790, 0.64211], [-4.18931, 0.25106, -3.68508], [-3.00030, -3.91230, -3.53238], [-6.48997, -0.43922, -3.16814], [-5.34827, -4.49426, -3.02554], [0.22374, 1.54258, -5.37395], [0.54213, -1.83334, -2.72036], [1.51419, 2.98631, -3.67285], [2.58292, -0.64558, -1.69411], [-1.75106, 0.04277, 2.48461], [-3.09915, -0.19358, 3.15878], [-1.37408, 1.03592, 2.77502], [-1.02436, -0.69375, 2.85716], [-2.97227, -0.02951, 4.23742], [-3.88598, 0.49654, 2.83043], [-3.46339, -1.22399, 3.04925], [-3.26602, 0.47518, -0.00541], [-4.46198, -0.45195, 0.19415], [-3.11042, 0.62944, -1.08666], [-3.47417, 1.46301, 0.44048], [-5.34628, 0.03442, -0.23947], [-4.35153, -1.41315, -0.32946], [-4.69771, -0.64380, 1.24981], [-1.55262, -1.83287, 0.24484], [-2.32600, -2.78503, 1.15313], [-0.48919, -2.11920, 0.23650], [-1.91466, -1.91342, -0.79330], [-2.12502, -3.80997, 0.81793], [-2.02222, -2.72767, 2.20586], [-3.41377, -2.65224, 1.10047], [2.83890, 2.47279, -0.80048], [-0.46092, 3.86023, 0.30449], [-2.06787, 3.98657, 1.21008], [-2.29016, 5.24831, 2.03230], [-2.10433, 3.09535, 1.86182], [-2.86332, 3.87046, 0.45904], [-3.27398, 5.18787, 2.50995], [-1.55875, 5.36411, 2.84046], [-2.29214, 6.16080, 1.42411], [0.69868, 4.98732, 1.16879], [0.83964, 6.41664, 0.66360], [1.67742, 4.48429, 1.13152], [0.38922, 4.99827, 2.22363], [1.68148, 6.88642, 1.18621], [1.06193, 6.49108, -0.40661], [-0.03727, 7.03736, 0.87920], [-0.80525, 4.55874, -1.36823], [-1.69762, 5.79740, -1.45594], [-1.27640, 3.73711, -1.93955], [0.17523, 4.75504, -1.83478], [-1.78530, 6.07622, -2.51473], [-2.71949, 5.61855, -1.09175], [-1.28001, 6.66970, -0.93591], [4.03472, -6.03820, -0.23798], [5.13426, -5.08330, 0.16195], [4.68720, -4.00288, 1.07745], [5.08904, -4.16110, 2.48005], [6.51050, -3.67922, 2.75127], [3.84519, -3.03990, 0.58689], [3.43365, -3.13788, -0.57456], [3.46312, -1.82228, 1.41362], [4.20604, -1.24849, 2.45545], [3.76970, -0.05071, 3.02516], [2.70166, 0.63364, 2.43514], [2.04697, 0.13351, 1.37189], [2.37046, -1.09848, 0.92367], [3.49980, -6.40357, 0.64510], [4.49210, -6.88694, -0.75482], [3.33049, -5.54221, -0.90864], [5.93021, -5.62350, 0.68516], [5.55301, -4.59666, -0.72986], [4.38852, -3.61921, 3.12303], [5.02088, -5.23405, 2.71158], [6.81367, -2.92322, 2.01388], [6.56417, -3.23162, 3.75282], [7.21031, -4.52344, 2.71542], [5.12329, -1.70849, 2.79840], [4.25629, 0.38046, 3.89318], [2.34495, 1.59617, 2.81873], [1.75741, -1.48114, 0.10687]],
  "forces_ev_per_angstrom": [[-0.2, 0.5, -0.1], [-0.4, -0.4, 0.2], [0.0, -0.1, -0.3], [1.3, -0.3, 0.0], [-0.4, -0.2, -0.1], [0.8, 0.6, 0.0], [1.3, 1.4, -0.3], [-1.6, -1.5, 0.7], [0.3, -0.1, 0.4], [0.1, 1.0, -0.2], [-0.6, 0.2, 0.6], [1.6, 0.4, 0.2], [-0.4, 0.1, -0.5], [0.1, 0.3, 0.6], [-1.8, 0.2, 1.4], [-1.2, -0.8, 0.0], [-0.1, -0.4, -0.1], [-0.2, 0.2, -0.2], [-0.2, -0.4, 0.1], [-0.3, 0.5, 0.1], [-0.1, 0.1, 0.6], [0.5, 0.1, -0.3], [-0.2, -0.5, 0.0], [-0.2, -0.1, 0.4], [0.6, 0.3, -0.1], [-0.3, -0.1, 0.4], [0.0, -0.3, 0.0], [0.0, 0.2, 0.0], [0.0, 0.0, -0.2], [0.3, -0.1, 0.0], [0.1, 0.4, -0.1], [0.6, 0.6, -0.2], [-0.4, -0.3, 0.0], [-0.1, 0.1, 0.3], [0.1, -0.2, -0.2], [0.2, -0.1, 0.1], [0.0, 0.3, 0.1], [0.2, 0.0, -0.5], [0.4, 0.2, -0.2], [-0.2, -0.5, 0.1], [-0.3, 0.0, -0.1], [0.1, 0.0, 0.2], [0.0, 0.2, 0.1], [0.0, 0.0, -0.3], [0.4, 0.1, 0.0], [0.1, -0.9, -2.5], [-0.1, -0.3, -0.3], [0.2, -0.5, 0.0], [-0.3, 0.3, 0.2], [-0.1, 0.3, -0.2], [0.2, 0.0, 0.2], [0.1, 0.0, 0.0], [-0.1, 0.0, -0.2], [0.1, -0.2, 0.1], [0.3, -0.2, 0.1], [0.2, 0.6, 0.1], [-0.2, 0.2, 0.1], [0.2, -0.1, -0.2], [-0.1, -0.1, -0.1], [-0.1, -0.1, 0.2], [0.1, -0.2, -0.1], [0.0, -0.2, 0.0], [-0.1, 0.4, -0.3], [0.2, 0.2, 0.2], [-0.3, -0.1, 0.1], [-0.1, 0.0, 0.2], [0.4, 0.0, 0.0], [-0.2, -0.4, -0.1], [-0.2, -0.1, -0.1], [0.1, 0.7, -0.1], [-0.6, 0.5, 0.2], [-0.3, 0.0, -0.1], [0.3, 0.0, 0.1], [0.8, -1.5, -0.3], [-0.2, 0.8, 0.6], [0.0, 0.3, -0.3], [-0.4, 0.2, -0.2], [-0.4, 0.3, -0.4], [0.2, -0.4, 0.1], [-0.2, -0.7, 0.1], [0.2, 0.5, 0.4], [0.1, -0.1, -0.1], [-0.2, 0.0, 0.1], [0.1, -0.2, 0.1], [-0.1, 0.2, -0.1], [0.0, -0.2, 0.2], [0.0, -0.4, -0.2], [-0.2, 0.4, 0.1], [0.0, -0.2, 0.2], [0.2, -0.2, -0.2], [0.0, 0.4, 0.0], [-0.2, 0.1, 0.1], [0.1, -0.1, -0.2], [0.3, -0.3, -0.2], [0.4, -0.1, 0.2]]
}

=====

Record 3
{
  "formula": "C36H28F5N2P2RuS3",
  "method": "ωB97M-V/def2-TZVPD",
  "e_lumo_ev": [-0.160, -0.468],
  "de_lowest_kcal_mol": 9.9,
  "homo_lumo_gap_ev": [7.311, 6.929],
  "spin_multiplicity": 2,
  "species": ["Ru", "S", "P", "C", "P", "S", "C", "C", "C", "C", "C", "C", "C", "C", "C", "C", "C", "C", "C", "C", "C", "C", "C", "C", "C", "C", "C", "C", "C", "C", "H", "H", "H", "H", "H", "H", "H", "H", "H", "H", "H", "H", "H", "H", "H", "H", "H", "H", "H", "H", "F", "C", "C", "F", "C", "F", "C", "S", "C", "F", "C", "F", "C", "C", "C", "C", "N", "N", "C", "H", "H", "H", "H", "H", "H", "H", "H"],
  "coordinates": [[-2.06761, 0.12399, -0.26192], [-2.33395, 1.91864, 1.33684], [-0.33989, 1.69763, 1.23007], [-0.20832, 0.11347, 0.56789], [-0.42521, -1.30542, 1.52398], [-2.42350, -1.46297, 1.62191], [0.26479, -2.74150, 0.66236], [0.53850, -3.91349, 1.36466], [0.94836, -5.04954, 0.68366], [1.08776, -5.01850, -0.69801], [0.82624, -3.84890, -1.39798], [0.41729, -2.70953, -0.71995], [0.35779, -1.36827, 3.15254], [-0.38746, -1.67400, 4.28325], [0.23114, -1.72627, 5.52558], [1.58491, -1.45104, 5.63736], [2.33002, -1.13069, 4.50798], [1.72142, -1.09927, 3.26514], [0.43811, 2.86930, 0.09332], [0.00767, 4.19006, 0.02978], [0.66858, 5.09070, -0.79032], [1.77088, 4.68076, -1.53139], [2.20560, 3.36503, -1.46459], [1.53064, 2.45425, -0.66207], [0.46840, 2.01975, 2.82050], [1.79702, 2.43744, 2.87998], [2.41583, 2.60724, 4.10961], [1.71132, 2.36439, 5.27996], [0.38731, 1.95166, 5.22408], [-0.23480, 1.77916, 3.99814], [0.42655, -3.93960, 2.44211], [1.16111, -5.95875, 1.23094], [1.40900, -5.90632, -1.22773], [0.94342, -3.81896, -2.47374], [0.22397, -1.78892, -1.25228], [-1.45035, -1.86062, 4.18679], [-0.34799, -1.97248, 6.40632], [2.06407, -1.48049, 6.60778], [3.38502, -0.90680, 4.59827], [2.30151, -0.85941, 2.38074], [-0.86065, 4.49949, 0.59804], [0.32107, 6.11324, -0.85801], [2.28351, 5.38746, -2.17227], [3.05963, 3.04286, -2.04723], [1.83823, 1.41497, -0.62404], [2.34447, 2.64257, 1.96887], [3.44588, 2.93694, 4.15319], [2.19438, 2.50079, 6.23938], [-0.16197, 1.76178, 6.13715], [-1.26761, 1.45551, 3.94264], [2.37879, 2.62901, -5.63806], [1.35854, 2.43135, -4.79908], [1.22616, 1.23574, -4.12244], [2.12706, 0.26298, -4.30469], [0.17169, 1.04639, -3.24614], [0.12271, -0.13846, -2.62124], [-0.78755, 2.02262, -2.99760], [-2.12727, 1.92208, -1.86267], [-0.62503, 3.21269, -3.71120], [-1.49303, 4.21449, -3.54039], [0.41905, 3.42429, -4.58913], [0.53898, 4.59353, -5.22470], [-2.65520, -1.58433, -5.42498], [-2.69702, -1.86848, -3.96256], [-2.89491, -3.03884, -3.25630], [-2.84833, -2.69044, -1.90112], [-2.61633, -1.37173, -1.77928], [-2.52335, -0.91299, -3.05261], [-3.01749, -3.65000, -0.77477], [-2.89085, -2.48484, -5.98720], [-1.66408, -1.24165, -5.72529], [-3.37536, -0.81163, -5.69606], [-3.06419, -4.02228, -3.66078], [-2.49738, 0.10341, -3.15734], [-3.45909, -4.56769, -1.16182], [-3.65352, -3.24946, 0.00636], [-2.05508, -3.89303, -0.31817]],
  "forces_ev_per_angstrom": [[-0.2, -0.2, 0.3], [0.0, 0.1, 0.0], [0.2, 0.1, -0.2], [-0.3, 0.0, -0.1], [0.0, -0.1, 0.0], [-0.1, 0.0, 0.0], [0.0, 0.0, 0.0], [0.0, 0.0, 0.0], [0.0, 0.0, 0.0], [0.0, 0.0, 0.0], [0.0, 0.0, 0.0], [0.1, 0.0, 0.0], [0.1, 0.0, 0.0], [0.0, 0.0, 0.0], [0.0, 0.0, 0.0], [0.0, 0.0, 0.0], [0.0, 0.0, 0.0], [0.0, 0.0, 0.0], [0.1, 0.0, 0.0], [0.0, 0.0, 0.0], [0.0, 0.0, 0.0], [0.0, 0.0, 0.0], [0.0, 0.0, 0.0], [0.0, 0.0, 0.0], [0.0, 0.0, 0.0], [0.0, 0.0, 0.0], [0.0, 0.0, 0.0], [0.0, 0.0, 0.0], [0.0, 0.0, 0.0], [0.0, 0.0, 0.0], [0.0, 0.0, 0.0], [0.0, 0.0, 0.0], [0.0, 0.0, 0.0], [0.0, 0.0, 0.0], [0.0, 0.0, 0.0], [0.0, 0.0, 0.0], [0.0, 0.0, 0.0], [0.0, 0.0, 0.0], [0.0, 0.0, 0.0], [0.0, 0.0, 0.0], [0.0, 0.0, 0.0], [0.0, 0.0, 0.0], [0.0, 0.0, 0.0], [0.0, 0.0, 0.0], [0.0, 0.0, 0.0], [0.0, 0.0, 0.0], [0.0, 0.0, 0.0], [0.0, 0.0, 0.0], [0.0, 0.0, 0.0], [0.0, 0.0, 0.0], [0.0, 0.0, 0.0], [0.0, 0.0, 0.0], [0.0, 0.0, 0.0], [0.0, 0.0, 0.0], [0.0, 0.0, 0.0], [0.0, 0.0, 0.0], [0.0, 0.0, 0.0], [0.0, 0.0, 0.0], [0.0, 0.1, 0.0], [0.0, 0.0, 0.0], [0.0, 0.0, 0.0], [0.0, 0.0, 0.0], [0.0, 0.0, 0.0], [0.0, 0.0, -0.1], [0.0, 0.0, 0.0], [0.1, 0.1, 0.0], [0.3, -0.1, -0.1], [-0.3, 0.2, 0.1], [0.1, 0.0, 0.0], [0.0, 0.0, 0.0], [0.0, 0.0, 0.0], [0.0, 0.0, 0.0], [0.0, 0.0, 0.0], [0.1, -0.1, 0.0], [0.0, 0.0, 0.0], [0.0, 0.0, 0.0], [-0.1, 0.0, 0.0]]
}

=====

no.,maximum force (eV/A)
1,1.966
2,2.651
3,0.413